The following is a DFT calculation (ωB97M-V/def2-TZVPD) of a 13-piece molecular cluster, C51H92N7O27 overall at a distorted geometry.

The calculation puts the strongest force on any atom at 3.29 eV Å⁻¹. The HOMO energy comes out at 0.9190 eV. The LUMO energy is 3.9729 eV. As for the total charge: -3.

Last columns: bonded neighbours and bond lengths (Å).
Cartesian coordinates (Å):
1 C -1.71 -9.11 -6.46  C2 1.518, H9 1.086, H10 1.095, H11 1.090
2 C -0.62 -9.25 -5.41  C1 1.518, N3 1.479, H12 1.084, H13 1.080
3 N 0.34 -10.21 -5.99  C2 1.479, C4 1.366, C7 1.317
4 C 0.39 -11.54 -5.67  N3 1.366, C5 1.337, H14 1.071
5 C 1.36 -12.04 -6.44  C4 1.337, N6 1.369, H15 1.072
6 N 1.97 -11.01 -7.09  C5 1.369, C7 1.293, C8 1.438
7 C 1.30 -9.93 -6.85  N3 1.317, N6 1.293, H16 1.076
8 C 3.02 -11.21 -8.05  N6 1.438, H17 1.085, H18 1.098, H19 1.089
9 H -2.65 -8.67 -6.15  C1 1.086
10 H -1.83 -10.12 -6.87  C1 1.095
11 H -1.37 -8.61 -7.37  C1 1.090
12 H -1.13 -9.68 -4.56  C2 1.084
13 H -0.07 -8.35 -5.16  C2 1.080
14 H -0.26 -11.94 -4.92  C4 1.071
15 H 1.73 -13.00 -6.73  C5 1.072
16 H 1.53 -8.95 -7.21  C7 1.076
17 H 3.83 -11.84 -7.70  C8 1.085
18 H 3.46 -10.22 -8.26  C8 1.098
19 H 2.66 -11.55 -9.02  C8 1.089
20 C -2.08 -1.85 -2.09  C21 1.495, H28 1.091, H29 1.087, H30 1.093
21 C -2.33 -3.26 -2.51  C20 1.495, N22 1.467, H31 1.090, H32 1.090
22 N -1.25 -3.80 -3.34  C21 1.467, C23 1.381, C26 1.294
23 C 0.10 -3.68 -3.05  N22 1.381, C24 1.317, H33 1.070
24 C 0.73 -4.32 -4.01  C23 1.317, N25 1.361, H34 1.082
25 N -0.19 -5.06 -4.69  C24 1.361, C26 1.304, C27 1.480
26 C -1.36 -4.59 -4.36  N22 1.294, N25 1.304, H35 1.077
27 C 0.04 -5.93 -5.87  N25 1.480, H36 1.087, H37 1.082, H38 1.097
28 H -2.26 -1.07 -2.82  C20 1.091
29 H -1.06 -1.69 -1.74  C20 1.087
30 H -2.78 -1.64 -1.27  C20 1.093
31 H -3.23 -3.39 -3.12  C21 1.090
32 H -2.43 -3.97 -1.69  C21 1.090
33 H 0.45 -3.21 -2.15  C23 1.070
34 H 1.79 -4.46 -4.19  C24 1.082
35 H -2.29 -4.95 -4.77  C26 1.077
36 H 0.43 -5.30 -6.67  C27 1.087
37 H -0.89 -6.47 -5.95  C27 1.082
38 H 0.90 -6.59 -5.69  C27 1.097
39 N 2.71 -7.71 -10.22  O40 1.310, O41 1.267, O42 1.255
40 O 1.96 -8.79 -10.25  N39 1.310
41 O 2.16 -6.58 -10.33  N39 1.267
42 O 3.95 -7.84 -10.10  N39 1.255
43 C -3.00 -7.85 -2.91  C44 1.412, C49 1.433, H53 1.088
44 C -4.31 -7.83 -2.38  C43 1.412, C45 1.523, O52 1.264
45 C -4.49 -7.97 -0.88  C44 1.523, O46 1.273, C47 1.423
46 O -5.64 -7.81 -0.36  C45 1.273
47 C -3.34 -7.95 -0.03  C45 1.423, C48 1.425, H54 1.082
48 C -2.01 -7.98 -0.53  C47 1.425, C49 1.574, O51 1.229
49 C -1.83 -7.97 -2.10  C43 1.433, C48 1.574, O50 1.243
50 O -0.69 -8.09 -2.58  C49 1.243
51 O -0.98 -8.00 0.13  C48 1.229
52 O -5.30 -7.62 -3.14  C44 1.264
53 H -2.89 -7.64 -3.97  C43 1.088
54 H -3.51 -8.00 1.04  C47 1.082
55 C 4.14 -9.09 -5.58  C56 1.405, C61 1.428, H65 1.085
56 C 3.69 -8.48 -4.40  C55 1.405, C57 1.503, O64 1.219
57 C 3.42 -7.00 -4.39  C56 1.503, O58 1.233, C59 1.408
58 O 2.73 -6.58 -3.46  C57 1.233
59 C 3.69 -6.21 -5.53  C57 1.408, C60 1.432, H66 1.091
60 C 4.30 -6.76 -6.70  C59 1.432, C61 1.593, O63 1.215
61 C 4.54 -8.34 -6.73  C55 1.428, C60 1.593, O62 1.244
62 O 5.08 -8.81 -7.74  C61 1.244
63 O 4.91 -6.15 -7.55  C60 1.215
64 O 3.44 -9.16 -3.42  C56 1.219
65 H 4.16 -10.18 -5.58  C55 1.085
66 H 3.11 -5.31 -5.72  C59 1.091
67 C 2.06 -16.58 -3.10  C68 1.523, H74 1.094, H75 1.090, H76 1.097
68 C 1.97 -15.85 -1.76  C67 1.523, O69 1.438, H77 1.083, H78 1.087
69 O 0.58 -15.69 -1.42  C68 1.438, C70 1.330
70 C -0.02 -14.66 -2.01  O69 1.330, O71 1.191, O72 1.337
71 O 0.43 -13.88 -2.79  C70 1.191
72 O -1.28 -14.68 -1.57  C70 1.337, C73 1.413
73 C -2.11 -13.56 -1.81  O72 1.413, H79 1.083, H80 1.097, H81 1.095
74 H 1.97 -15.88 -3.94  C67 1.094
75 H 1.32 -17.36 -3.26  C67 1.090
76 H 3.03 -17.05 -3.26  C67 1.097
77 H 2.48 -14.90 -1.75  C68 1.083
78 H 2.36 -16.57 -1.04  C68 1.087
79 H -3.04 -13.65 -1.26  C73 1.083
80 H -2.25 -13.49 -2.89  C73 1.097
81 H -1.72 -12.57 -1.54  C73 1.095
82 C -2.44 -15.99 -5.09  C83 1.517, H89 1.095, H90 1.099, H91 1.095
83 C -1.42 -16.87 -5.79  C82 1.517, O84 1.430, H92 1.091, H93 1.085
84 O -0.38 -16.06 -6.33  C83 1.430, C85 1.319
85 C -0.56 -15.30 -7.40  O84 1.319, O86 1.168, O87 1.309
86 O 0.29 -14.57 -7.73  C85 1.168
87 O -1.59 -15.67 -8.10  C85 1.309, C88 1.412
88 C -1.63 -15.10 -9.39  O87 1.412, H94 1.092, H95 1.086, H96 1.091
89 H -3.36 -16.45 -4.72  C82 1.095
90 H -2.85 -15.21 -5.74  C82 1.099
91 H -2.04 -15.42 -4.25  C82 1.095
92 H -2.00 -17.43 -6.54  C83 1.091
93 H -0.88 -17.49 -5.08  C83 1.085
94 H -1.37 -14.04 -9.39  C88 1.092
95 H -2.62 -15.17 -9.82  C88 1.086
96 H -0.92 -15.61 -10.05  C88 1.091
97 C -5.56 -8.22 -6.77  C98 1.523, H104 1.092, H105 1.085, H106 1.096
98 C -5.57 -8.07 -8.28  C97 1.523, O99 1.424, H107 1.087, H108 1.092
99 O -6.64 -8.85 -8.81  C98 1.424, C100 1.289
100 C -6.31 -9.89 -9.50  O99 1.289, O101 1.190, O102 1.299
101 O -5.22 -10.14 -9.91  C100 1.190
102 O -7.36 -10.63 -9.69  C100 1.299, C103 1.407
103 C -7.07 -11.84 -10.36  O102 1.407, H109 1.095, H110 1.079, H111 1.090
104 H -6.47 -7.80 -6.34  C97 1.092
105 H -4.71 -7.78 -6.26  C97 1.085
106 H -5.62 -9.27 -6.48  C97 1.096
107 H -4.57 -8.27 -8.66  C98 1.087
108 H -5.80 -7.03 -8.50  C98 1.092
109 H -6.65 -11.58 -11.34  C103 1.095
110 H -7.97 -12.43 -10.43  C103 1.079
111 H -6.27 -12.39 -9.88  C103 1.090
112 C -3.05 -12.28 -5.74  O113 1.402, H121 1.080, H122 1.094, H123 1.100
113 O -2.71 -12.67 -7.04  C112 1.402, C114 1.429
114 C -3.83 -12.83 -7.93  O113 1.429, C115 1.537, H124 1.100, H125 1.096
115 C -4.53 -14.14 -7.56  C114 1.537, N116 1.509, H126 1.100, H127 1.099
116 N -5.51 -14.62 -8.61  C115 1.509, C117 1.437, H128 1.022
117 C -6.09 -15.88 -8.22  N116 1.437, C118 1.526, H129 1.098, H130 1.092
118 C -5.28 -17.16 -8.45  C117 1.526, O119 1.406, H131 1.087, H132 1.097
119 O -5.55 -17.81 -9.66  C118 1.406, C120 1.422
120 C -4.91 -17.27 -10.81  O119 1.422, H133 1.087, H134 1.101, H135 1.103
121 H -2.38 -11.55 -5.31  C112 1.080
122 H -3.17 -13.20 -5.16  C112 1.094
123 H -4.04 -11.80 -5.68  C112 1.100
124 H -3.42 -12.84 -8.95  C114 1.100
125 H -4.52 -11.98 -7.90  C114 1.096
126 H -5.14 -13.88 -6.69  C115 1.100
127 H -3.85 -14.96 -7.29  C115 1.099
128 H -4.88 -14.64 -9.42  N116 1.022
129 H -7.05 -15.97 -8.74  C117 1.098
130 H -6.41 -15.87 -7.18  C117 1.092
131 H -5.52 -17.83 -7.63  C118 1.087
132 H -4.20 -16.94 -8.46  C118 1.097
133 H -5.46 -17.63 -11.67  C120 1.087
134 H -3.84 -17.51 -10.86  C120 1.101
135 H -4.97 -16.17 -10.80  C120 1.103
136 C 4.17 -17.38 -12.43  O137 1.375, H145 1.103, H146 1.101, H147 1.083
137 O 4.69 -16.19 -11.98  C136 1.375, C138 1.437
138 C 5.67 -16.21 -10.93  O137 1.437, C139 1.507, H148 1.104, H149 1.098
139 C 6.61 -15.06 -11.20  C138 1.507, N140 1.432, H150 1.108, H151 1.107
140 N 6.07 -13.75 -10.97  C139 1.432, C141 1.480, H152 1.021
141 C 6.82 -12.74 -11.75  N140 1.480, C142 1.535, H153 1.099, H154 1.092
142 C 5.90 -11.63 -12.29  C141 1.535, O143 1.389, H155 1.098, H156 1.093
143 O 4.62 -12.12 -12.50  C142 1.389, C144 1.420
144 C 3.67 -11.07 -12.62  O143 1.420, H157 1.094, H158 1.094, H159 1.090
145 H 3.34 -17.71 -11.77  C136 1.103
146 H 4.87 -18.23 -12.37  C136 1.101
147 H 3.79 -17.23 -13.43  C136 1.083
148 H 6.22 -17.17 -11.01  C138 1.104
149 H 5.16 -16.23 -9.96  C138 1.098
150 H 7.02 -15.18 -12.23  C139 1.108
151 H 7.55 -15.24 -10.64  C139 1.107
152 H 5.11 -13.68 -11.31  N140 1.021
153 H 7.34 -13.19 -12.60  C141 1.099
154 H 7.54 -12.30 -11.05  C141 1.092
155 H 6.35 -11.29 -13.24  C142 1.098
156 H 5.90 -10.77 -11.63  C142 1.093
157 H 2.68 -11.42 -12.32  C144 1.094
158 H 3.59 -10.74 -13.66  C144 1.094
159 H 3.86 -10.25 -11.92  C144 1.090
160 C -0.94 -10.54 -10.72  O161 1.397, H162 1.081, H163 1.098, H164 1.097
161 O -0.53 -9.51 -9.85  C160 1.397, H165 0.981
162 H -1.97 -10.80 -10.53  C160 1.081
163 H -0.78 -10.16 -11.73  C160 1.098
164 H -0.27 -11.40 -10.60  C160 1.097
165 H 0.40 -9.23 -9.97  O161 0.981
166 C -1.31 -6.42 -9.17  O167 1.446, H168 1.097, H169 1.091, H170 1.084
167 O -1.36 -5.11 -8.56  C166 1.446, H171 0.965
168 H -1.54 -6.33 -10.24  C166 1.097
169 H -0.33 -6.89 -9.09  C166 1.091
170 H -2.07 -7.06 -8.73  C166 1.084
171 H -0.68 -4.60 -9.02  O167 0.965
172 C 2.30 -14.75 -10.65  O173 1.411, H174 1.080, H175 1.108, H176 1.109
173 O 1.36 -13.80 -10.22  C172 1.411, H177 0.979
174 H 2.97 -14.35 -11.40  C172 1.080
175 H 2.87 -15.13 -9.77  C172 1.108
176 H 1.85 -15.73 -10.93  C172 1.109
177 H 1.19 -13.92 -9.26  O173 0.979